DFT (ωB97M-V/def2-TZVPD) results for a cluster of 20 separate species, C40H130N10O20 in total in a non-equilibrium geometry.

## Properties
E_HOMO (alpha / beta) ... -0.0204 / -0.2531 Eh
Maximum force ... 2.57 eV Å⁻¹
Total charge ... -1
Frontier orbital gap (alpha / beta) ... 2.099 / 8.399 eV
2S+1 ... 2
Energy relative to the best compared isomer or geometry (same formula, charge and spin) ... 24.2 kJ/mol

XYZ file:
```
200
C40H130N10O20 ωB97M-V/def2-TZVPD
O -14.324 26.676 -28.778
H -13.992 27.207 -28.054
H -14.218 27.232 -29.551
O -15.485 21.261 -25.897
H -15.938 20.442 -25.699
H -15.678 21.829 -25.152
O -16.656 25.165 -28.416
H -15.815 25.613 -28.497
H -16.428 24.267 -28.175
O -13.569 23.456 -23.464
H -14.410 23.282 -23.887
H -12.940 22.925 -23.953
O -16.055 22.436 -28.300
H -15.983 22.057 -27.424
H -15.438 21.932 -28.831
O -11.603 25.074 -22.734
H -12.364 24.552 -22.987
H -11.662 25.138 -21.781
O -8.885 21.185 -28.023
H -7.935 21.219 -28.135
H -9.027 20.487 -27.383
O -9.118 18.803 -26.420
H -9.822 18.155 -26.419
H -8.344 18.317 -26.704
O -9.237 23.918 -28.589
H -9.827 24.310 -27.945
H -9.112 23.020 -28.284
O -10.952 26.829 -24.792
H -11.299 26.389 -24.015
H -10.025 26.968 -24.594
C -13.848 18.639 -24.300
C -13.591 17.111 -24.572
C -12.190 16.603 -24.066
O -11.929 15.345 -24.674
C -10.841 14.587 -24.101
N -14.729 16.408 -24.018
H -13.381 19.295 -25.035
H -13.404 18.936 -23.350
H -14.918 18.812 -24.189
H -13.638 17.080 -25.660
H -12.120 16.535 -22.981
H -11.419 17.339 -24.296
H -11.163 14.201 -23.134
H -9.817 14.952 -24.179
H -10.858 13.658 -24.671
H -14.505 15.428 -23.919
H -14.972 16.743 -23.096
C -15.977 19.275 -29.722
C -14.836 19.233 -28.720
C -13.930 18.006 -28.778
O -14.694 16.813 -28.643
C -13.846 15.699 -28.788
N -13.984 20.347 -28.947
H -16.666 20.086 -29.487
H -16.676 18.449 -29.594
H -15.673 19.496 -30.745
H -15.261 19.263 -27.716
H -13.189 18.063 -27.981
H -13.414 18.163 -29.725
H -14.388 14.765 -28.640
H -12.950 15.732 -28.169
H -13.543 15.630 -29.833
H -13.472 20.159 -29.798
H -13.217 20.237 -28.299
C -15.339 29.498 -27.322
C -13.860 29.477 -27.049
C -13.376 30.605 -26.174
O -13.798 31.837 -26.763
C -13.284 32.967 -26.054
N -13.309 28.195 -26.618
H -15.864 29.428 -26.370
H -15.711 28.726 -27.995
H -15.678 30.466 -27.691
H -13.349 29.764 -27.968
H -12.297 30.687 -26.044
H -13.792 30.499 -25.173
H -12.218 33.177 -26.139
H -13.305 32.690 -25.000
H -13.843 33.878 -26.266
H -12.300 28.180 -26.590
H -13.573 27.974 -25.668
C -5.484 20.216 -20.244
C -6.136 20.795 -21.501
C -7.234 21.884 -21.019
O -7.904 22.379 -22.159
C -9.033 23.262 -22.024
N -5.143 21.340 -22.419
H -6.233 19.767 -19.591
H -5.076 21.015 -19.625
H -4.741 19.449 -20.468
H -6.624 19.944 -21.976
H -6.690 22.695 -20.535
H -7.937 21.445 -20.312
H -8.764 24.235 -21.612
H -9.785 22.739 -21.433
H -9.428 23.377 -23.033
H -5.573 21.560 -23.307
H -4.406 20.732 -22.746
C -4.745 24.156 -25.355
C -6.207 23.966 -25.045
C -6.741 22.591 -25.561
O -6.036 21.526 -24.914
C -6.685 20.219 -24.875
N -6.257 24.067 -23.599
H -3.997 23.538 -24.858
H -4.379 25.147 -25.089
H -4.449 24.144 -26.404
H -6.826 24.755 -25.472
H -6.498 22.480 -26.618
H -7.825 22.521 -25.464
H -6.136 19.557 -24.205
H -6.723 19.788 -25.875
H -7.667 20.274 -24.406
H -5.449 23.579 -23.239
H -7.022 23.558 -23.180
C -18.131 28.804 -24.666
C -18.116 27.436 -25.428
C -17.684 26.157 -24.613
O -16.436 26.272 -23.906
C -15.345 26.377 -24.815
N -19.447 27.353 -26.071
H -18.910 28.732 -23.907
H -18.286 29.630 -25.359
H -17.262 28.943 -24.024
H -17.503 27.581 -26.318
H -17.737 25.310 -25.298
H -18.522 25.983 -23.938
H -15.471 27.218 -25.498
H -15.122 25.505 -25.430
H -14.502 26.657 -24.184
H -19.569 26.536 -26.652
H -19.618 28.089 -26.742
C -11.173 26.944 -30.552
C -11.859 25.583 -30.570
C -12.925 25.663 -31.671
O -13.559 24.402 -31.935
C -14.336 23.793 -30.854
N -10.826 24.590 -30.876
H -10.338 26.837 -29.859
H -11.888 27.722 -30.283
H -10.787 27.186 -31.542
H -12.365 25.466 -29.611
H -12.575 26.099 -32.607
H -13.674 26.410 -31.409
H -15.182 23.234 -31.256
H -14.786 24.455 -30.114
H -13.738 23.092 -30.271
H -10.179 24.553 -30.101
H -11.153 23.641 -30.766
C -7.189 27.139 -32.049
C -6.546 27.404 -30.659
C -7.643 27.307 -29.577
O -7.061 27.893 -28.350
C -8.089 27.911 -27.328
N -5.441 26.465 -30.522
H -7.921 27.918 -32.266
H -7.704 26.180 -32.007
H -6.370 27.109 -32.768
H -6.191 28.435 -30.685
H -7.969 26.290 -29.360
H -8.467 27.977 -29.824
H -7.619 28.160 -26.376
H -8.641 26.978 -27.213
H -8.870 28.645 -27.524
H -5.883 25.599 -30.795
H -5.378 26.462 -29.514
C -12.873 23.319 -27.380
C -12.088 24.148 -26.345
C -11.076 23.172 -25.661
O -11.843 22.239 -24.857
C -11.155 21.120 -24.285
N -11.409 25.279 -26.988
H -12.206 22.834 -28.093
H -13.415 24.069 -27.957
H -13.488 22.544 -26.924
H -12.793 24.572 -25.631
H -10.351 23.754 -25.092
H -10.495 22.605 -26.388
H -10.086 21.309 -24.184
H -11.132 20.283 -24.982
H -11.781 20.781 -23.460
H -12.103 25.861 -27.435
H -11.136 25.884 -26.227
C -9.516 21.088 -16.663
C -10.882 20.455 -16.734
C -11.390 20.165 -18.169
O -11.503 21.409 -18.865
C -11.972 21.316 -20.138
N -10.744 19.276 -15.818
H -9.266 21.350 -15.635
H -9.496 22.049 -17.176
H -8.801 20.409 -17.128
H -11.562 21.148 -16.237
H -12.370 19.695 -18.085
H -10.653 19.485 -18.595
H -12.846 20.683 -20.284
H -11.171 20.880 -20.736
H -12.193 22.315 -20.514
H -11.553 18.704 -16.015
H -9.986 18.762 -16.243
```

Löwdin atomic charge list, values in e, 99 entries: atom 1 (O): -0.058, atom 2 (H): -0.018, atom 3 (H): 0.045, atom 4 (O): -0.031, atom 5 (H): 0.052, atom 6 (H): 0.052, atom 7 (O): -0.080, atom 8 (H): -0.042, atom 9 (H): -0.031, atom 10 (O): -0.044, atom 11 (H): 0.045, atom 12 (H): -0.023, atom 13 (O): -0.066, atom 14 (H): -0.013, atom 15 (H): -0.006, atom 16 (O): -0.041, atom 17 (H): -0.015, atom 18 (H): 0.060, atom 19 (O): -0.100, atom 20 (H): 0.031, atom 21 (H): -0.023, atom 22 (O): -0.215, atom 23 (H): -0.029, atom 24 (H): -0.032, atom 25 (O): -0.077, atom 26 (H): -0.016, atom 27 (H): -0.020, atom 28 (O): -0.048, atom 29 (H): 0.003, atom 30 (H): 0.060, atom 31 (C): -0.065, atom 32 (C): -0.393, atom 33 (C): -0.218, atom 34 (O): -0.219, atom 35 (C): -0.132, atom 36 (N): 0.026, atom 37 (H): 0.055, atom 38 (H): 0.060, atom 39 (H): 0.060, atom 40 (H): 0.113, atom 41 (H): 0.110, atom 42 (H): 0.086, atom 43 (H): 0.077, atom 44 (H): 0.067, atom 45 (H): 0.074, atom 46 (H): 0.064, atom 47 (H): 0.062, atom 48 (C): -0.044, atom 49 (C): -0.455, atom 50 (C): -0.219, atom 51 (O): -0.172, atom 52 (C): -0.129, atom 53 (N): 0.047, atom 54 (H): 0.063, atom 55 (H): 0.080, atom 56 (H): 0.086, atom 57 (H): 0.129, atom 58 (H): 0.106, atom 59 (H): 0.124, atom 60 (H): 0.084, atom 61 (H): 0.079, atom 62 (H): 0.082, atom 63 (H): 0.085, atom 64 (H): 0.074, atom 65 (C): -0.037, atom 66 (C): -0.422, atom 67 (C): -0.210, atom 68 (O): -0.187, atom 69 (C): -0.103, atom 70 (N): 0.062, atom 71 (H): 0.064, atom 72 (H): 0.079, atom 73 (H): 0.087, atom 74 (H): 0.143, atom 75 (H): 0.127, atom 76 (H): 0.127, atom 77 (H): 0.080, atom 78 (H): 0.077, atom 79 (H): 0.089, atom 80 (H): 0.077, atom 81 (H): 0.058, atom 82 (C): -0.083, atom 83 (C): -0.400, atom 84 (C): -0.147, atom 85 (O): -0.262, atom 86 (C): -0.071, atom 87 (N): 0.044, atom 88 (H): 0.064, atom 89 (H): 0.073, atom 90 (H): 0.074, atom 91 (H): 0.109, atom 92 (H): 0.124, atom 93 (H): 0.113, atom 94 (H): 0.095, atom 95 (H): 0.071, atom 96 (H): 0.063, atom 97 (H): 0.000, atom 98 (H): 0.079, atom 99 (C): -0.084